(1)
{"formula": "C6H14O3Si", "method": "ωB97M-V/def2-TZVPD", "largest_force_ev_per_a": 5.0, "e_above_lowest_kcal_mol": 174.5, "e_lumo_ev": 0.9, "homo_lumo_gap_ev": 9.68, "total_energy_ha": -752.01808, "species": ["H", "C", "H", "C", "O", "H", "H", "H", "C", "O", "C", "H", "H", "H", "C", "H", "Si", "H", "H", "H", "C", "O", "H", "H"], "positions_angstrom": [[-2.33521, 1.65745, 0.86165], [-1.35503, 1.53463, 0.58784], [-3.48049, 0.18308, 0.55173], [-3.09717, -0.46557, -0.26164], [-1.69797, -0.71142, -0.28526], [2.45534, -2.49859, -0.00272], [2.15303, -1.13471, 1.88103], [-3.44629, -1.55125, -0.18843], [1.80159, -0.11891, 1.89736], [1.60008, 0.45095, 0.68677], [0.87504, -0.27333, -0.26759], [0.81226, -0.26194, 2.32909], [2.31047, 1.69821, -2.10363], [-0.58000, 2.28901, 0.71346], [1.25302, 1.52266, -1.66317], [1.14880, 1.85535, -0.66385], [0.97681, -2.07964, -0.40244], [0.62621, 1.96048, -2.34200], [0.46925, -2.64980, 0.81523], [2.32409, 0.71575, 2.43687], [-0.91803, 0.38350, 0.06088], [1.11201, 0.08062, -1.60839], [-3.48238, -0.10850, -1.31922], [0.47457, -2.47804, -1.71358]], "forces_ev_per_a": [[-2.047, 0.764, 0.451], [3.403, -1.121, -1.154], [0.377, -0.649, -0.480], [-1.364, -2.100, -2.099], [0.355, 1.979, 0.595], [-1.041, 0.543, -1.112], [1.342, -0.207, -0.001], [-0.320, 1.685, 0.241], [-1.196, 0.763, 2.135], [0.569, 0.245, -3.900], [-3.628, 3.464, 0.290], [-0.337, 0.242, 0.767], [-1.489, -0.004, 1.121], [-0.471, 0.003, 0.385], [3.962, -1.572, -0.619], [0.107, 1.089, 0.375], [1.845, -1.853, 1.146], [-2.155, 0.797, -1.543], [-1.057, -0.545, 0.378], [0.009, -1.622, 0.119], [1.958, -2.503, -0.458], [0.329, 1.117, 1.225], [0.869, -0.252, 2.108], [-0.021, -0.263, 0.030]], "mulliken_charge": [0.32, -1.17, 0.32, -0.80, -0.22, -0.10, 0.26, 0.23, -0.84, -0.39, 0.61, 0.37, 0.23, 0.24, -0.71, 0.34, 0.27, 0.29, -0.12, 0.27, 0.86, -0.38, 0.27, -0.15]}

---

(2)
{"formula": "C30H43N4O2", "method": "ωB97M-V/def2-TZVPD", "total_charge": 1, "largest_force_ev_per_a": 1.3, "e_above_lowest_kcal_mol": 112.5, "e_lumo_ev": -5.0, "homo_lumo_gap_ev": 5.30, "total_energy_ha": -1538.14454, "species": ["H", "H", "H", "H", "H", "H", "C", "H", "H", "H", "H", "C", "O", "C", "H", "C", "H", "H", "H", "H", "C", "C", "H", "C", "H", "C", "N", "C", "H", "C", "H", "C", "H", "O", "H", "C", "H", "C", "H", "C", "H", "C", "C", "C", "H", "C", "C", "H", "H", "N", "H", "H", "H", "H", "H", "C", "C", "H", "H", "C", "H", "N", "H", "H", "C", "H", "H", "H", "C", "H", "N", "H", "C", "H", "C", "C", "C", "C", "C"], "positions_angstrom": [[-3.61353, 0.73570, -2.94227], [-4.16509, 0.48869, 1.60550], [-2.21553, 3.72140, -0.87202], [-3.86870, -6.33109, 2.92218], [-5.41697, 1.73609, -0.73138], [4.43889, 6.80043, 3.16728], [4.72775, 5.77081, 3.45321], [-4.72850, -4.02443, 3.02033], [4.36167, 3.10133, 1.54206], [-1.81534, 2.04507, -2.27668], [-1.19936, -1.59330, 5.01943], [-0.77063, 2.58387, 2.15201], [5.70416, 5.25857, 2.53905], [-4.87050, 2.00852, -1.64667], [-4.57109, 8.45695, -1.96707], [-2.03097, 1.94479, 2.09492], [-5.39045, 6.39611, 0.87561], [3.54196, 4.02716, 0.23827], [-2.91784, -2.82779, 6.13236], [-2.84019, 2.46129, 1.58890], [-2.88776, -1.90877, 3.68459], [-3.47533, -0.00947, 2.29199], [-3.17231, -4.00225, 2.11294], [-2.31502, 0.69949, 2.70233], [2.59969, 1.91598, 2.16877], [-4.12697, 3.33532, -1.43818], [-4.07690, 5.59578, -0.57365], [1.74673, 3.90014, 2.16930], [-3.19884, 5.99656, -2.46254], [-4.82421, 4.38279, -0.57510], [-2.28211, -5.16682, 6.02858], [-3.71988, 0.99818, -1.87865], [-4.57420, -1.84918, 2.32404], [-3.89146, -5.83791, 4.87480], [-1.62073, 4.57073, 2.10466], [-4.02640, 6.33860, -1.82568], [0.41717, 0.75747, 2.23733], [-3.35176, -4.93768, 5.85155], [0.59807, 5.72736, 2.25507], [0.53733, 4.63697, 2.18896], [3.74993, 3.95041, 4.05599], [3.48587, 4.88431, 3.52423], [-1.81157, -1.16206, 4.22573], [-4.33848, 6.47149, 0.55112], [2.68973, 5.39868, 4.08898], [-0.67968, 4.00421, 2.10988], [1.67769, 2.49092, 2.14282], [-0.64614, 0.63461, 4.10600], [-3.88444, 0.07387, -1.30759], [-3.06934, -3.24624, 4.08129], [-4.87463, 3.99194, 0.45885], [-3.06751, 8.22558, 0.55234], [-3.73107, 6.17346, 1.41871], [-4.57658, -3.19360, 5.55596], [-5.59495, 2.04666, -2.46750], [-4.00665, 7.89813, 0.09242], [-3.50771, -3.46384, 5.45319], [-2.83283, 8.15868, -1.73354], [-4.94025, 6.20215, -2.43184], [-3.71116, -1.30248, 2.70838], [5.24433, 5.78059, 4.42270], [-2.88678, 2.95997, -0.75578], [-1.83298, 1.07481, -0.75792], [4.82542, 6.06050, 0.80915], [-3.83807, 7.82491, -1.44646], [-3.93790, -5.14909, 6.75773], [-3.86191, 3.77502, -2.42692], [-2.25778, -5.79486, 3.55225], [-2.43500, 1.72311, -1.41044], [-4.79674, 8.60173, 0.38011], [2.98674, 4.58933, 2.18130], [5.99612, 4.69409, 0.62922], [-3.63534, -4.17437, 3.10059], [-5.87037, 4.52491, -0.92191], [-3.35113, -5.60587, 3.56738], [5.16021, 5.08790, 1.22326], [0.45059, 1.84197, 2.17665], [3.99750, 4.09898, 1.24142], [-1.50302, 0.08819, 3.71654]], "forces_ev_per_a": [[-0.159, -0.026, 0.406], [0.201, -0.238, 0.106], [-0.169, -0.352, 0.170], [0.320, 0.303, 0.096], [0.062, 0.174, -0.164], [0.140, -0.319, 0.051], [0.322, 0.040, -0.228], [0.224, -0.188, -0.071], [0.129, 0.170, -0.152], [-0.171, -0.722, 0.262], [-0.171, 0.075, -0.290], [1.084, 0.238, -0.360], [-0.822, 0.051, -0.206], [0.345, 0.077, 0.261], [0.293, -0.197, 0.153], [0.024, -0.639, 1.103], [0.053, 0.072, -0.094], [0.192, 0.017, 0.397], [-0.252, -0.249, -0.197], [-0.005, 0.054, -0.187], [0.143, -0.670, -0.083], [-0.050, -0.045, -0.151], [-0.171, -0.017, 0.449], [0.053, -0.195, 0.003], [-0.199, 0.048, -0.107], [-0.096, 0.293, -0.025], [0.751, 0.412, 0.103], [-0.245, -0.152, 0.016], [-0.115, -0.003, 0.152], [-0.521, -0.717, -0.275], [-0.373, 0.026, -0.084], [0.064, -0.023, -0.198], [0.287, 0.202, 0.125], [0.452, 0.785, -0.263], [0.496, -0.123, -0.140], [-0.151, 0.292, -0.309], [0.051, 0.205, -0.293], [0.042, -0.344, -0.154], [-0.013, -0.398, -0.149], [0.460, 0.266, 0.156], [-0.105, 0.134, -0.084], [0.165, -0.014, 0.237], [0.068, 0.708, -0.016], [-0.379, 0.217, 0.252], [0.327, -0.202, -0.134], [-0.571, -0.338, 0.162], [-0.261, 0.166, 0.105], [-0.269, -0.169, 0.024], [0.055, 0.200, -0.261], [0.413, 1.072, -0.693], [0.015, 0.082, -0.408], [-0.254, 0.059, -0.056], [-0.095, 0.027, -0.120], [0.275, 0.047, -0.072], [0.213, 0.025, 0.172], [0.173, 0.018, -0.072], [-0.234, -0.383, 0.490], [-0.328, 0.017, 0.025], [0.002, -0.008, 0.241], [-0.154, 0.002, -0.138], [-0.332, 0.138, -0.221], [0.017, -0.382, 0.311], [-0.001, 0.334, -0.046], [0.134, -0.352, 0.193], [0.050, -0.096, 0.011], [0.388, 0.209, -0.184], [-0.420, -0.186, 0.285], [-0.435, 0.052, 0.055], [0.379, 0.476, -0.672], [0.264, -0.164, -0.016], [-0.720, 0.126, -0.397], [-0.363, 0.159, 0.025], [-0.395, -0.054, 0.113], [0.140, 0.072, 0.024], [-0.221, -0.110, 0.314], [0.303, -0.005, 0.316], [-0.124, 0.454, 0.170], [0.030, -0.147, 0.174], [-0.252, -0.364, 0.063]], "mulliken_charge": [0.30, 0.49, 0.25, 0.36, 0.29, 0.34, -0.62, 0.36, 0.28, 0.43, 0.46, 0.69, -0.36, -0.79, 0.31, -0.21, 0.34, 0.40, 0.39, 0.45, 0.31, -1.00, 0.42, 0.38, 0.38, 0.11, 0.46, 0.03, 0.27, -1.35, 0.33, -0.61, 0.38, -0.35, 0.43, -0.64, 0.73, -0.61, 0.47, -0.37, 0.26, -0.37, -0.60, -0.71, 0.38, -0.80, -0.35, 0.68, 0.27, 0.20, 0.43, 0.25, 0.13, 0.25, 0.38, -0.46, -0.42, 0.26, 0.32, -0.37, 0.33, -0.10, 0.22, 0.36, -0.58, 0.33, 0.35, 0.35, -0.60, 0.31, 0.20, 0.35, -0.53, 0.27, -0.76, -0.76, -1.29, -0.33, -0.74]}